[1]
A molecular structure, C46H79CaGe2N2O3PSSi. Source: the Open Molecules 2025 dataset; level of theory: ωB97M-V with the def2-TZVPD basis set.

Computed properties:
Energy = -217586.201 eV
Energy above the lowest of the compared OMol25 structures with the same formula, charge and spin = 0.0 kcal per mole
F_max = 0.58 eV/A
LUMO = 0.513 eV
E_HOMO = -6.4828 eV
Charge = 0

Each line ends with the Löwdin charge.
Element x y z (Å)
Ca1 -0.461 0.848 0.995  1.00
C1 -0.127 4.453 0.489  -0.18
N1 -0.665 3.276 1.189  -0.08
C2 -1.500 3.515 2.144  -0.12
C3 -2.079 2.517 2.988  -0.36
C4 -2.975 2.722 4.040  -0.06
C5 -3.193 1.465 4.618  -0.10
C6 -2.410 0.569 3.888  -0.22
N2 -1.728 1.183 2.902  -0.11
C7 -1.076 5.057 -0.519  -0.22
C8 -1.762 6.232 -0.229  -0.05
C9 -2.639 6.786 -1.154  -0.08
C10 -2.829 6.174 -2.383  -0.09
C11 -2.142 5.004 -2.684  -0.08
C12 -1.276 4.447 -1.755  -0.04
H1 0.794 4.151 -0.015  0.10
H2 0.152 5.212 1.224  0.11
H3 -1.795 4.545 2.365  0.13
H4 -3.403 3.670 4.334  0.10
H5 -3.831 1.230 5.456  0.08
H6 -2.312 -0.498 4.040  0.07
H7 -1.603 6.723 0.726  0.11
H8 -3.169 7.700 -0.914  0.10
H9 -3.505 6.608 -3.109  0.10
H10 -2.274 4.520 -3.646  0.10
H11 -0.745 3.533 -1.993  0.09
C13 3.215 3.786 -2.600  -0.17
C14 3.435 2.833 -1.428  -0.38
Ge1 2.369 1.177 -1.450  0.69
C15 3.267 -0.345 -2.308  -0.34
C16 4.225 0.130 -3.400  -0.16
C17 0.856 1.498 -2.619  -0.27
C18 -0.396 1.114 -2.912  -0.38
Ge2 -1.565 0.192 -1.542  0.83
C19 -2.282 -1.385 -2.535  -0.40
C20 -3.666 -1.309 -3.177  -0.18
C21 -3.083 1.432 -0.984  -0.40
C22 -4.221 2.007 -1.833  -0.17
C23 -0.840 1.332 -4.322  -0.24
C24 -2.161 1.673 -4.605  -0.06
C25 -2.585 1.907 -5.907  -0.08
C26 -1.699 1.769 -6.965  -0.10
C27 -0.389 1.383 -6.707  -0.09
C28 0.033 1.166 -5.404  -0.04
H12 3.816 4.692 -2.490  0.07
H13 2.168 4.094 -2.673  0.06
H14 3.487 3.332 -3.557  0.06
H15 3.213 3.337 -0.484  0.04
H16 4.487 2.534 -1.360  0.05
H17 2.458 -0.945 -2.731  0.06
H18 3.772 -0.980 -1.582  0.03
H19 3.704 0.695 -4.180  0.06
H20 4.720 -0.710 -3.892  0.07
H21 5.010 0.778 -2.998  0.06
H22 1.372 2.033 -3.435  0.05
H23 -2.265 -2.215 -1.823  0.00
H24 -1.522 -1.637 -3.285  0.05
H25 -4.426 -1.018 -2.445  0.05
H26 -3.980 -2.271 -3.597  0.06
H27 -3.705 -0.575 -3.985  0.05
H28 -2.601 2.276 -0.471  0.02
H29 -3.533 0.855 -0.168  0.01
H30 -3.879 2.825 -2.470  0.04
H31 -5.007 2.425 -1.196  0.07
H32 -4.689 1.259 -2.477  0.05
H33 -2.865 1.755 -3.794  0.06
H34 -3.616 2.187 -6.090  0.10
H35 -2.028 1.939 -7.983  0.10
H36 0.305 1.239 -7.526  0.10
H37 1.048 0.832 -5.224  0.10
C29 3.118 -4.225 -0.003  -0.02
C30 1.805 -3.458 -0.049  -0.61
C31 1.159 -3.538 -1.422  -0.02
C32 0.847 -3.935 1.033  -0.03
O1 2.088 -2.048 0.143  -0.15
Si1 2.698 -1.159 1.337  -0.10
S1 2.318 0.885 0.852  0.44
O2 4.265 -1.460 1.554  -0.13
C33 5.592 -0.906 1.543  -0.63
C34 5.899 -0.339 0.166  -0.02
C35 6.525 -2.062 1.864  -0.02
C36 5.687 0.184 2.603  -0.03
O3 1.809 -1.343 2.684  -0.16
C37 1.981 -1.206 4.114  -0.62
C38 2.177 0.270 4.431  -0.02
C39 3.158 -2.054 4.574  -0.01
C40 0.689 -1.707 4.732  -0.02
H38 2.946 -5.290 -0.174  0.09
H39 3.600 -4.110 0.973  0.08
H40 3.803 -3.856 -0.771  0.09
H41 0.843 -4.559 -1.650  0.09
H42 1.866 -3.212 -2.189  0.08
H43 0.284 -2.883 -1.455  0.07
H44 0.537 -4.964 0.831  0.09
H45 -0.048 -3.309 1.054  0.06
H46 1.318 -3.905 2.018  0.08
H47 5.769 -1.102 -0.604  0.09
H48 6.933 0.010 0.128  0.10
H49 5.247 0.511 -0.060  0.06
H50 6.418 -2.847 1.113  0.09
H51 6.288 -2.483 2.843  0.09
H52 7.564 -1.727 1.873  0.09
H53 4.949 0.963 2.416  0.07
H54 6.679 0.643 2.586  0.09
H55 5.530 -0.231 3.600  0.08
H56 3.108 0.649 4.005  0.07
H57 2.204 0.434 5.510  0.10
H58 1.345 0.850 4.021  0.08
H59 4.069 -1.780 4.044  0.06
H60 2.953 -3.111 4.392  0.09
H61 3.325 -1.918 5.645  0.10
H62 -0.158 -1.124 4.362  0.07
H63 0.724 -1.618 5.821  0.10
H64 0.539 -2.755 4.478  0.07
C41 -5.855 -1.767 1.753  -0.15
C42 -4.483 -1.244 1.338  -0.43
P1 -3.066 -2.422 1.385  0.95
C43 -3.364 -3.255 3.007  -0.43
C44 -2.228 -4.182 3.418  -0.16
C45 -3.680 -3.698 0.192  -0.42
C46 -2.614 -4.677 -0.292  -0.16
H65 -6.631 -1.023 1.567  0.07
H66 -5.886 -2.007 2.818  0.06
H67 -6.132 -2.670 1.204  0.06
H68 -4.204 -0.383 1.951  0.06
H69 -4.517 -0.879 0.308  0.05
H70 -4.311 -3.800 2.984  0.07
H71 -3.490 -2.457 3.746  0.06
H72 -2.131 -5.028 2.732  0.06
H73 -2.383 -4.590 4.419  0.07
H74 -1.275 -3.656 3.408  0.03
H75 -4.084 -3.140 -0.659  0.06
H76 -4.523 -4.242 0.630  0.07
H77 -1.772 -4.151 -0.749  0.04
H78 -3.023 -5.366 -1.035  0.07
H79 -2.212 -5.277 0.528  0.05

Atoms 1-3, force components in eV/Å:
0.0 -0.2 0.3
0.0 -0.1 0.0
-0.1 0.0 0.1

***

[2]
A single C5H9N molecule at a distorted geometry. Source: the Open Molecules 2025 dataset; level of theory: ωB97M-V with the def2-TZVPD basis set.

Computed properties:
SMILES string = CC[C@@H](C)C#N
Energy = -6820.549 eV
Energy above the lowest of the compared OMol25 structures with the same formula, charge and spin = 10.3 kcal per mole
F_max = 1.46 eV/A
LUMO = 0.940 eV
E_HOMO = -11.2176 eV
Charge = 0

Each line ends with the Löwdin charge.
Element x y z (Å)
C1 -2.020 0.131 0.243  -0.11
C2 -0.744 -0.571 -0.261  -0.22
C3 0.582 0.038 0.319  -0.35
C4 1.965 -0.443 -0.301  -0.05
C5 0.614 1.485 0.176  -0.25
N1 0.788 2.606 -0.042  0.15
H1 -2.164 0.016 1.325  0.08
H2 -1.995 1.203 0.021  0.07
H3 -2.917 -0.279 -0.242  0.07
H4 -0.816 -1.639 -0.002  0.11
H5 -0.723 -0.518 -1.355  0.11
H6 0.570 -0.218 1.394  0.14
H7 1.791 -1.488 -0.126  0.06
H8 2.140 -0.202 -1.367  0.09
H9 2.865 -0.061 0.222  0.09

Atoms 1-3, force components in eV/Å:
0.1 0.0 0.0
0.2 0.1 -0.1
0.2 0.2 -0.1

***

[3]
4 unconnected molecules or ions with the total composition C19H49N3O7 at a distorted geometry. Source: the Open Molecules 2025 dataset; level of theory: ωB97M-V with the def2-TZVPD basis set.

Computed properties:
Energy = -39292.388 eV
<S²> = 0.751
Energy above the lowest of the compared OMol25 structures with the same formula, charge and spin = 0.0 kcal per mole
F_max = 3.03 eV/A
LUMO (alpha / beta) = 2.773 / 2.719 eV
E_HOMO (alpha / beta) = 0.9673 / -6.0564 eV
Charge = -1
Multiplicity = 2

Each line ends with the Löwdin charge.
Element x y z (Å)
C1 -20.646 16.710 -1.467  -0.13
O1 -19.709 15.726 -1.137  -0.20
C2 -18.433 16.293 -0.877  -0.27
C3 -17.355 15.249 -0.960  -0.26
N1 -17.290 14.601 -2.320  -0.05
C4 -16.696 15.456 -3.327  -0.25
C5 -16.993 15.067 -4.748  -0.23
O2 -18.403 15.182 -5.072  -0.18
C6 -18.729 14.428 -6.247  -0.12
H1 -21.627 16.236 -1.516  0.08
H2 -20.415 16.904 -2.514  0.09
H3 -20.735 17.559 -0.790  0.09
H4 -18.514 16.575 0.173  0.11
H5 -18.111 17.151 -1.467  0.11
H6 -17.540 14.457 -0.234  0.07
H7 -16.440 15.778 -0.693  0.09
H8 -18.293 14.590 -2.436  0.09
H9 -15.619 15.588 -3.226  0.11
H10 -17.068 16.468 -3.167  0.10
H11 -16.748 14.009 -4.833  0.11
H12 -16.232 15.481 -5.410  0.11
H13 -18.613 13.347 -6.163  0.08
H14 -18.190 14.711 -7.151  0.08
H15 -19.790 14.651 -6.355  0.08
C7 -16.933 5.654 -3.595  -0.15
O3 -15.961 6.259 -2.777  -0.20
C8 -15.888 7.689 -3.022  -0.18
C9 -14.799 8.321 -2.006  -0.18
N2 -15.210 8.140 -0.597  -0.06
C10 -14.345 8.918 0.303  -0.25
C11 -14.491 8.573 1.803  -0.24
O4 -14.350 7.151 2.010  -0.22
C12 -14.536 6.696 3.350  -0.13
H16 -17.821 6.205 -3.905  0.08
H17 -17.222 4.683 -3.194  0.08
H18 -16.477 5.381 -4.546  0.07
H19 -16.881 8.023 -2.723  0.07
H20 -15.662 8.078 -4.015  0.11
H21 -14.742 9.399 -2.157  0.09
H22 -13.822 7.903 -2.249  0.10
H23 -15.177 7.202 -0.224  0.09
H24 -14.658 9.952 0.157  0.07
H25 -13.294 8.771 0.051  0.10
H26 -15.433 8.935 2.216  0.09
H27 -13.722 9.095 2.372  0.09
H28 -14.743 5.629 3.436  0.08
H29 -15.300 7.132 3.994  0.07
H30 -13.618 7.141 3.732  0.08
C13 -19.616 12.418 0.865  -0.13
O5 -19.441 11.012 1.079  -0.22
C14 -18.679 10.768 2.276  -0.26
C15 -18.507 9.257 2.378  -0.26
N3 -19.708 8.516 2.157  -0.04
C16 -19.605 7.068 2.373  -0.20
C17 -18.907 6.264 1.214  -0.19
O6 -19.742 6.474 0.075  -0.20
C18 -19.177 7.395 -0.881  -0.08
H31 -20.120 12.542 -0.093  0.08
H32 -18.710 13.023 0.838  0.05
H33 -20.282 12.839 1.618  0.08
H34 -19.193 10.968 3.216  0.11
H35 -17.683 11.156 2.063  0.08
H36 -18.108 8.975 3.353  0.11
H37 -17.688 9.017 1.700  0.09
H38 -20.102 8.769 1.262  0.09
H39 -20.540 6.552 2.594  0.10
H40 -19.116 6.826 3.317  0.10
H41 -18.752 5.187 1.280  0.12
H42 -17.981 6.836 1.153  0.10
H43 -19.839 7.558 -1.731  0.09
H44 -18.167 7.120 -1.184  0.07
H45 -19.132 8.373 -0.400  0.06
C19 -18.077 10.971 -2.027  -0.10
O7 -18.218 12.061 -3.057  -0.18
H46 -17.368 11.469 -1.365  0.06
H47 -19.015 10.839 -1.489  0.05
H48 -17.588 10.041 -2.319  0.05
H49 -17.653 12.790 -2.791  -0.01

Atoms 1-3, force components in eV/Å:
-0.7 -1.0 -1.3
0.5 -0.1 0.1
-0.1 -0.6 1.4